(1)
Formula: C38H89Cl2N4O14PSi
Source: the OMol25 dataset
Level of theory: the ωB97M-V functional and the def2-TZVPD basis

LUMO level: 0.48 eV
HOMO-LUMO gap: 9.24 eV
M: 956.1 g mol⁻¹
Total charge: 0

Cartesian coordinates (Å):
H 1.804 4.525 4.645
N 0.894 4.020 4.637
C 0.656 3.624 5.881
N 1.693 3.932 6.883
N -0.583 2.877 6.182
C -0.277 1.581 6.855
C 0.936 0.765 6.185
C 0.798 0.568 4.604
C 2.053 -0.165 3.908
N 2.655 0.585 2.772
C 1.842 0.393 1.512
C 2.263 -0.979 0.818
C 1.238 -1.456 -0.352
O 0.729 -2.795 0.017
C -0.645 -2.916 -0.323
C -0.990 -3.269 -1.843
O -1.502 -2.760 0.579
C 1.807 1.683 0.568
O 0.503 1.881 -0.105
C -0.329 2.600 0.865
C -1.854 2.159 0.497
Cl -2.000 0.336 0.288
C -2.923 2.588 1.613
C -3.875 3.788 1.053
P -0.266 4.488 0.665
O 1.354 5.059 0.740
Cl -1.196 5.420 2.363
Si 3.243 1.851 -0.690
C 4.997 1.846 0.085
C 3.044 3.596 -1.528
C 3.223 0.589 -2.129
H 1.266 3.991 7.817
H 2.445 3.234 6.867
H -1.134 2.745 5.320
H 0.031 1.752 7.953
H -1.262 0.987 6.875
H 0.923 -0.284 6.660
H 1.966 1.213 6.389
H -0.107 -0.135 4.442
H 0.507 1.541 4.056
H 1.745 -1.233 3.661
H 2.870 -0.243 4.718
H 2.722 1.583 3.007
H 0.757 0.241 1.892
H 3.359 -1.040 0.491
H 2.155 -1.792 1.631
H 0.406 -0.687 -0.451
H 1.805 -1.629 -1.340
H -1.982 -2.825 -2.186
H -1.051 -4.407 -1.953
H -0.170 -2.796 -2.483
H 1.901 2.597 1.275
H -0.168 2.252 1.939
H -2.087 2.699 -0.488
H -3.640 1.737 1.909
H -2.424 2.910 2.597
H -3.875 4.586 1.885
H -4.933 3.442 0.828
H -3.373 4.311 0.157
H 1.326 6.046 0.772
H 5.696 1.390 -0.713
H 5.319 2.943 0.173
H 5.095 1.262 1.056
H 1.913 3.834 -1.521
H 3.579 4.421 -0.958
H 3.326 3.545 -2.642
H 3.970 -0.263 -1.988
H 2.168 0.209 -2.399
H 3.569 1.165 -3.070
C -3.579 -0.424 4.299
O -4.097 0.229 5.455
C -5.312 0.925 5.185
C -6.540 0.086 5.542
O -6.617 -1.092 4.751
C -6.057 -2.221 5.411
H -2.888 -1.198 4.633
H -4.365 -0.891 3.701
H -3.029 0.299 3.688
H -5.343 1.239 4.133
H -5.307 1.828 5.803
H -7.433 0.683 5.328
H -6.551 -0.157 6.610
H -6.795 -2.652 6.093
H -5.145 -1.982 5.961
H -5.824 -2.971 4.649
C 7.563 -1.037 -1.171
O 6.797 -1.004 -2.371
C 7.269 -0.030 -3.301
C 8.203 -0.644 -4.345
O 9.387 -1.171 -3.758
C 9.290 -2.567 -3.504
H 7.387 -1.998 -0.687
H 8.634 -0.933 -1.360
H 7.226 -0.239 -0.504
H 7.759 0.796 -2.770
H 6.390 0.376 -3.810
H 8.509 0.150 -5.035
H 7.682 -1.411 -4.929
H 9.516 -3.124 -4.417
H 8.309 -2.862 -3.128
H 10.047 -2.823 -2.757
C -8.478 -1.449 -0.940
O -7.749 -0.888 0.146
C -8.513 -0.830 1.350
C -8.238 -2.028 2.261
O -8.629 -3.256 1.656
C -7.538 -3.904 1.017
H -7.759 -1.785 -1.687
H -9.087 -2.302 -0.632
H -9.116 -0.680 -1.385
H -9.582 -0.747 1.118
H -8.213 0.084 1.872
H -8.837 -1.908 3.169
H -7.185 -2.058 2.557
H -6.963 -4.468 1.757
H -6.878 -3.210 0.493
H -7.948 -4.616 0.295
C 5.902 4.069 -5.686
O 6.439 2.755 -5.786
C 5.906 2.026 -6.890
C 6.817 2.098 -8.118
O 6.948 3.428 -8.606
C 8.113 4.075 -8.110
H 6.584 4.664 -5.079
H 5.796 4.548 -6.663
H 4.930 4.028 -5.186
H 4.895 2.381 -7.127
H 5.827 0.981 -6.573
H 6.360 1.503 -8.915
H 7.800 1.665 -7.899
H 8.978 3.787 -8.712
H 8.307 3.852 -7.060
H 7.968 5.154 -8.221
C -5.041 -4.686 -4.957
O -4.319 -4.123 -3.868
C -5.089 -4.068 -2.667
C -4.814 -5.266 -1.756
O -5.197 -6.494 -2.363
C -4.108 -7.146 -3.001
H -4.318 -5.019 -5.702
H -5.648 -5.542 -4.653
H -5.681 -3.920 -5.405
H -6.157 -3.989 -2.904
H -4.795 -3.153 -2.143
H -5.417 -5.148 -0.850
H -3.761 -5.291 -1.454
H -3.533 -7.710 -2.263
H -3.448 -6.453 -3.527
H -4.520 -7.857 -3.723

=====

(2)
Formula: C38H90N8O10
Source: the OMol25 dataset
Level of theory: the ωB97M-V functional and the def2-TZVPD basis

LUMO level: -7.74 eV
HOMO-LUMO gap: 8.38 eV
M: 819.2 g mol⁻¹
Total charge: +4

Cartesian coordinates (Å):
O 8.098 17.578 29.175
C 8.491 16.679 28.210
C 9.990 16.362 28.041
O 10.763 15.943 29.117
H 8.128 16.975 27.193
H 8.002 15.677 28.273
H 10.495 17.180 27.476
H 9.980 15.535 27.294
C 4.096 14.979 27.354
C 4.741 15.649 28.560
N 4.250 17.049 28.662
C 3.030 17.406 29.204
C 2.830 18.720 28.997
N 3.973 19.176 28.354
C 4.757 18.135 28.102
C 4.128 20.488 27.736
H 4.527 13.994 27.160
H 4.137 15.528 26.417
H 3.060 14.743 27.608
H 5.825 15.722 28.484
H 4.408 15.182 29.483
H 2.400 16.678 29.688
H 2.005 19.406 29.083
H 5.679 18.170 27.545
H 3.166 20.986 27.665
H 4.584 20.427 26.753
H 4.770 21.114 28.359
C 6.247 22.563 32.715
C 6.045 21.570 31.601
N 5.775 20.195 32.068
C 6.255 19.015 31.555
C 5.557 18.014 32.118
N 4.758 18.586 33.085
C 4.950 19.896 33.067
C 3.954 17.827 34.046
H 5.387 22.547 33.392
H 6.151 23.590 32.358
H 7.169 22.444 33.274
H 6.900 21.589 30.927
H 5.194 21.795 30.953
H 6.937 18.962 30.715
H 5.538 16.963 31.893
H 4.343 20.576 33.640
H 3.603 16.921 33.555
H 3.063 18.381 34.325
H 4.546 17.540 34.910
C 9.066 20.318 24.309
O 9.918 20.169 25.446
C 9.254 20.031 26.694
C 10.316 19.930 27.759
N 9.708 19.691 29.084
H 9.117 20.411 29.510
H 9.074 18.808 29.019
C 10.697 19.323 30.135
C 9.957 19.405 31.462
O 9.168 20.608 31.534
C 9.922 21.790 31.719
H 8.046 20.562 24.603
H 9.078 19.392 23.728
H 9.468 21.097 23.660
H 8.568 19.176 26.719
H 8.658 20.948 26.817
H 10.921 20.830 27.870
H 10.966 19.082 27.544
H 11.525 20.026 30.054
H 11.039 18.297 29.967
H 10.687 19.470 32.274
H 9.229 18.619 31.608
H 9.225 22.620 31.841
H 10.526 22.091 30.855
H 10.533 21.720 32.621
C 11.743 14.801 34.153
O 10.577 14.601 33.389
C 10.183 15.746 32.658
C 8.959 15.344 31.885
N 9.357 14.342 30.892
H 9.868 14.838 30.093
H 9.985 13.633 31.278
C 8.201 13.663 30.235
C 8.713 12.676 29.225
O 9.645 11.870 29.878
C 9.996 10.682 29.194
H 12.541 15.217 33.518
H 12.108 13.899 34.633
H 11.587 15.530 34.960
H 11.004 16.055 31.994
H 9.958 16.563 33.353
H 8.542 16.199 31.337
H 8.162 14.901 32.482
H 7.547 14.442 29.854
H 7.670 13.145 31.040
H 9.166 13.249 28.393
H 7.893 12.131 28.742
H 10.570 10.870 28.286
H 9.114 10.050 29.030
H 10.570 10.030 29.856
C 10.071 16.783 24.284
O 11.067 17.583 23.659
C 12.255 17.626 24.364
C 13.135 18.707 23.770
N 12.359 19.958 23.546
H 11.865 19.854 22.656
H 11.645 20.048 24.283
C 13.209 21.207 23.500
C 14.280 21.066 22.445
O 13.682 20.635 21.253
C 13.552 21.638 20.256
H 9.283 16.602 23.554
H 9.646 17.354 25.116
H 10.454 15.807 24.584
H 12.830 16.693 24.322
H 12.107 17.880 25.429
H 13.491 18.407 22.782
H 14.050 18.844 24.343
H 13.548 21.385 24.520
H 12.502 22.002 23.252
H 15.034 20.326 22.725
H 14.789 22.029 22.352
H 13.089 22.555 20.639
H 12.938 21.268 19.441
H 14.528 21.918 19.850
C 15.478 11.006 30.602
O 14.580 12.101 30.471
C 13.746 11.989 29.362
C 12.652 13.005 29.442
N 13.168 14.414 29.271
H 13.608 14.462 28.353
H 12.304 15.000 29.250
C 14.098 14.945 30.323
C 14.054 16.444 30.243
O 14.392 16.759 28.881
C 14.187 18.116 28.597
H 14.926 10.067 30.681
H 16.103 11.176 31.472
H 16.142 10.948 29.732
H 13.338 10.973 29.259
H 14.301 12.126 28.414
H 12.150 13.039 30.412
H 11.871 12.879 28.694
H 15.043 14.446 30.139
H 13.695 14.593 31.274
H 14.767 16.920 30.916
H 13.014 16.790 30.336
H 13.109 18.332 28.592
H 14.617 18.346 27.622
H 14.714 18.789 29.284